Density functional theory data (ωB97M-V/def2-TZVPD) for a 2-piece molecular cluster, C10H16 overall.

As for the energy relative to the best compared isomer or geometry (same formula, charge and spin): 36.2 kcal per mole. The HOMO-LUMO gap comes out at 9.94 eV. Its structure (SMILES) is CCc1ccccc1.CC.

Bonds (Å) are listed after each position.
Positions of all 26 atoms, in Å:
1 C -0.157 -1.314 -0.804  C2 1.384, C3 1.443, H19 1.099
2 C 0.891 -1.284 0.099  C1 1.384, C9 1.416, H22 1.080
3 C -1.314 -0.582 -0.349  C1 1.443, C4 1.362, C8 1.532
4 C -1.265 0.414 0.578  C3 1.362, C7 1.426, H11 1.091
5 C 2.294 1.992 -0.601  C10 1.526, H15 1.122, H18 1.070, H20 1.107
6 C -3.461 -1.875 -0.167  C8 1.523, H16 1.071, H21 1.117, H24 1.091
7 C -0.076 0.553 1.354  C4 1.426, C9 1.362, H23 1.118
8 C -2.702 -0.816 -0.955  C3 1.532, C6 1.523, H17 1.087, H26 1.086
9 C 0.980 -0.260 1.073  C2 1.416, C7 1.362, H12 1.093
10 C 3.339 1.662 0.461  C5 1.526, H13 1.092, H14 1.121, H25 1.071
11 H -2.104 1.078 0.795  C4 1.091
12 H 1.972 -0.190 1.528  C9 1.093
13 H 3.885 2.568 0.728  C10 1.092
14 H 4.126 0.940 0.121  C10 1.121
15 H 2.468 2.867 -1.280  C5 1.122
16 H -4.512 -1.667 -0.181  C6 1.071
17 H -3.195 0.151 -1.005  C8 1.087
18 H 2.185 1.252 -1.367  C5 1.070
19 H -0.366 -2.139 -1.499  C1 1.099
20 H 1.323 2.004 -0.068  C5 1.107
21 H -3.344 -2.894 -0.608  C6 1.117
22 H 1.733 -1.945 -0.044  C2 1.080
23 H 0.002 1.462 2.000  C7 1.118
24 H -3.182 -2.037 0.875  C6 1.091
25 H 3.074 1.094 1.329  C10 1.071
26 H -2.592 -1.037 -2.013  C8 1.086

***

Density functional theory data (ωB97M-V/def2-TZVPD) for a 2-piece molecular cluster, C10H16 overall.

As for the energy relative to the best compared isomer or geometry (same formula, charge and spin): 9.2 kcal per mole. The HOMO-LUMO gap comes out at 10.07 eV. Its structure (SMILES) is CCc1ccccc1.CC.

Bonds (Å) are listed after each position.
Positions of all 26 atoms, in Å:
1 C -1.289 1.489 -0.255  C2 1.388, C8 1.391, H23 1.084
2 C -0.496 2.608 -0.470  C1 1.388, C4 1.391, H14 1.083
3 C -1.651 -0.861 0.578  C8 1.501, C10 1.530, H18 1.100, H26 1.087
4 C 0.798 2.632 0.042  C2 1.391, C5 1.392, H22 1.080
5 C 1.245 1.580 0.836  C4 1.392, C9 1.380, H17 1.086
6 C 1.871 -2.058 -1.108  C7 1.553, H13 1.092, H16 1.088, H24 1.085
7 C 1.437 -0.856 -1.991  C6 1.553, H11 1.084, H15 1.094, H20 1.085
8 C -0.806 0.369 0.414  C1 1.391, C3 1.501, C9 1.399
9 C 0.478 0.440 0.962  C5 1.380, C8 1.399, H21 1.088
10 C -2.199 -0.973 2.003  C3 1.530, H12 1.086, H19 1.085, H25 1.094
11 H 0.409 -0.920 -2.329  C7 1.084
12 H -1.389 -0.905 2.723  C10 1.086
13 H 2.854 -2.399 -1.443  C6 1.092
14 H -0.905 3.422 -1.056  C2 1.083
15 H 2.075 -0.772 -2.875  C7 1.094
16 H 1.096 -2.814 -1.217  C6 1.088
17 H 2.208 1.623 1.335  C5 1.086
18 H -2.472 -0.793 -0.151  C3 1.100
19 H -2.829 -1.841 2.163  C10 1.085
20 H 1.653 0.065 -1.460  C7 1.085
21 H 0.770 -0.420 1.562  C9 1.088
22 H 1.357 3.555 0.018  C4 1.080
23 H -2.300 1.450 -0.644  C1 1.084
24 H 2.034 -1.768 -0.076  C6 1.085
25 H -2.825 -0.094 2.181  C10 1.094
26 H -1.124 -1.757 0.259  C3 1.087